Version A
17 unconnected molecules or ions with the total composition H33O17. Source: OMol25; level of theory: ωB97M-V with the def2-TZVPD basis set.

```
! RIJCOSX wB97M-V def2-TZVPD def2/J DEFGRID3
* xyz -1 1
O 1.6916 -0.1729 -4.8101
H 1.4264 -0.3699 -3.8854
H 2.5931 -0.0607 -5.0489
O 0.2783 -2.0984 1.1095
H -0.6645 -1.8726 1.0159
H 0.4570 -2.2175 0.1179
O -2.9829 -0.9817 -1.7500
H -3.5248 -0.4361 -1.1464
H -2.1268 -1.1409 -1.3021
O -3.9160 -2.7433 -3.5182
H -3.3023 -2.4541 -4.1963
H -3.5709 -2.4628 -2.6404
O -2.5714 -3.5572 4.3790
H -1.9907 -3.9109 3.6729
O 2.6373 -2.0304 2.2507
H 0.6031 3.9192 -1.8861
H 2.6276 -2.9577 2.5257
O 0.8925 -0.6340 -2.3543
H 0.0375 -1.6718 -1.9981
H 0.7989 0.1289 -1.7945
O -0.0223 1.6508 -6.1254
H 0.7783 1.5302 -5.5788
H -2.1228 -3.0594 5.0327
O -0.2146 0.6812 0.5348
H -0.5115 0.5079 -0.3652
H -0.7239 1.3719 0.9551
O -1.0088 1.8750 -3.3637
H -0.1843 1.4650 -3.6829
H -1.1226 1.2751 -2.6388
O -0.2542 -2.6619 -1.4308
H -0.2750 -3.3450 -2.0872
H 0.6244 -0.0929 3.9260
O -0.4934 3.3145 4.7999
H 0.0659 2.6338 4.4291
H -0.9706 2.9612 5.5397
O 0.1209 0.6492 3.6217
H -0.0222 0.4000 2.6971
H 1.6881 -1.8893 2.1732
O 2.7626 -4.9830 1.3157
H 1.9248 -5.1125 0.9190
H 3.3016 -4.3570 0.8255
O 0.9238 4.7736 -1.6590
H 1.6757 5.0918 -2.0984
H -0.2360 0.6866 -6.2538
O -2.3462 4.7499 2.3381
H -2.2457 4.0020 2.9517
H -2.0272 5.5408 2.7752
O 4.0201 2.8864 4.0240
H 3.7971 3.0073 3.1204
H 3.7051 2.1715 4.5645
*
```

lowest unoccupied orbital energy	2.041	eV
gap between HOMO and LUMO	0.3234	Eh
HOMO energy	-6.8	eV

These are the Mulliken partial charges, in e, on atoms 1 to 6: atom 1 (O): -0.66, atom 2 (H): 0.47, atom 3 (H): 0.25, atom 4 (O): -0.63, atom 5 (H): 0.24, atom 6 (H): 0.45

---

Version B
17 unconnected molecules or ions with the total composition H33O17. Source: OMol25; level of theory: ωB97M-V with the def2-TZVPD basis set.

```
! RIJCOSX wB97M-V def2-TZVPD def2/J DEFGRID3
* xyz -1 1
O 1.3592 4.2138 2.0814
H 1.9296 4.2300 1.3508
H 0.5101 3.8049 1.6083
O 4.5620 1.8376 -2.5839
H 5.2794 2.0545 -3.1195
H 4.7001 0.9304 -2.7354
O -0.1325 0.0502 -2.8515
H 0.3038 -0.3537 -2.0923
H 0.2635 -0.3501 -3.5843
O -2.6784 -3.6604 0.2614
H -2.8952 -3.6499 1.1845
H -2.5278 -2.7434 0.2213
O -0.9202 2.1055 3.5147
H -0.5460 2.0217 2.6055
O -1.1513 -1.8811 1.6743
H -1.8170 -1.1504 1.5386
H -0.4480 -1.5532 0.9790
O 1.7408 1.7330 -3.7966
H 1.1532 1.1690 -3.1337
H 2.4948 1.5054 -3.3156
O 1.4599 -0.5019 1.6701
H 1.1630 -1.1594 2.3595
H -0.5109 3.0175 3.8207
O -1.1618 -4.9035 -1.1814
H -1.4371 -4.1071 -1.6432
H -1.8983 -5.0891 -0.4276
O -2.0481 2.0937 -2.4187
H -2.7540 1.6519 -1.9493
H -1.4770 1.2739 -2.7981
O -2.6873 -0.5338 4.7198
H -1.7982 -0.7026 4.2185
H -2.5447 0.4116 5.0187
O -1.5271 -5.4588 2.1806
H -0.9795 -4.9962 1.4906
H -1.4629 -5.0003 3.0939
O -2.4506 -1.3096 -0.7931
H -1.7822 -1.3136 -1.4126
H -2.0607 -0.8390 -0.0971
O -0.7689 3.1393 1.0715
H -1.6330 3.2456 1.3020
H -0.6505 2.4390 0.4219
O -0.0585 -1.1655 -0.4320
H 0.5617 -1.7665 -0.4527
H 0.8158 -0.5634 1.0462
O 1.9876 4.7162 -1.9272
H 1.3920 4.0184 -1.8964
H 2.4151 4.5940 -2.8259
O 3.6766 -0.7594 -0.8755
H 2.8949 -0.8085 -0.3464
H 4.1444 0.0633 -0.7437
*
```

lowest unoccupied orbital energy	2.216	eV
gap between HOMO and LUMO	0.3304	Eh
HOMO energy	-6.8	eV

These are the Mulliken partial charges, in e, on atoms 1 to 6: atom 1 (O): -0.69, atom 2 (H): 0.28, atom 3 (H): 0.41, atom 4 (O): -0.60, atom 5 (H): 0.28, atom 6 (H): 0.28

---

Unit: hartree. Relative energies: version A 0.0000; version B 0.0805.

---

Version A
12 unconnected molecules or ions with the total composition C5H36NO11. Source: OMol25; level of theory: ωB97M-V with the def2-TZVPD basis set.

```
! RIJCOSX wB97M-V def2-TZVPD def2/J DEFGRID3
* xyz 1 1
C -2.8472 -1.1306 -0.9866
C -2.4601 -1.5924 0.4518
C -1.5763 -2.8474 0.6634
C -2.3746 -4.1282 0.6186
C -0.4349 -2.8480 -0.4676
N -1.7024 -0.4529 1.4113
H -3.2199 -0.0990 -1.0365
H -3.8121 -1.6246 -1.1960
H -2.0361 -1.5225 -1.7679
H -3.4192 -1.7530 1.0055
H -1.3154 -2.8014 1.6869
H -1.6592 -4.8753 1.0462
H -2.6280 -4.3795 -0.4157
H -3.0771 -4.2981 1.4194
H 0.3490 -3.6914 0.0144
H 0.2300 -2.0300 -0.4395
H -0.8400 -3.0200 -1.4631
H -0.8317 -0.6959 1.8290
H -2.4081 -0.4419 2.1841
H -1.4086 0.5048 1.0707
H 1.1795 0.7629 2.0033
H 1.6543 -0.5507 1.3540
O 1.0524 -0.2739 1.9204
H 3.6090 2.0533 0.4604
H 4.6106 3.0907 0.1396
O 3.8842 2.9317 0.6653
H 0.6825 0.6729 -2.2890
H -0.0560 -0.6535 -2.3176
O 0.5935 -0.0840 -2.8370
H 3.6212 0.9035 -1.5286
H 4.7279 -0.1056 -0.7338
O 3.9278 0.6106 -0.5765
H -0.2060 2.8659 1.9892
H 0.9580 2.7930 0.9748
O 0.1777 2.2139 1.4071
H 2.1416 3.3073 2.7420
H 2.5144 4.0282 1.6723
O 1.6746 3.8628 2.1792
H 0.5333 0.3317 -4.4683
H 1.1733 0.3058 -6.0087
O 0.3767 0.4401 -5.5086
H -1.6255 -1.9086 4.5406
H -2.6881 -1.2019 5.1065
O -2.4503 -1.4262 4.1888
H 1.0673 1.2385 4.3137
H 1.3689 2.8720 4.5841
O 1.0459 2.2469 3.9096
H -1.5467 1.0856 -4.6856
H -2.7933 1.7774 -4.9398
O -2.1083 1.6409 -4.2047
H 2.1624 2.7862 -2.7089
H 3.3606 2.8922 -3.8225
O 2.8482 2.2181 -3.1497
*
```

lowest unoccupied orbital energy	-2.593	eV
gap between HOMO and LUMO	0.3708	Eh
HOMO energy	-12.7	eV

These are the Mulliken partial charges, in e, on atoms 1 to 6: atom 1 (C): -1.17, atom 2 (C): 0.23, atom 3 (C): 0.25, atom 4 (C): -1.62, atom 5 (C): -1.28, atom 6 (N): -0.18

---

Version B
12 unconnected molecules or ions with the total composition C5H36NO11. Source: OMol25; level of theory: ωB97M-V with the def2-TZVPD basis set.

```
! RIJCOSX wB97M-V def2-TZVPD def2/J DEFGRID3
* xyz 1 1
C 0.2785 0.3597 -0.2482
C -0.0868 -0.6235 0.9220
C -0.1741 -2.0210 0.2949
C 1.0556 -2.8480 0.4697
C 1.6293 -3.1147 1.8486
N -1.0056 0.9631 -0.7499
H 0.8640 0.0261 -1.1322
H 1.0928 1.0602 -0.0024
H 0.6758 -0.5567 1.7076
H -1.0703 -0.4307 1.3619
H -0.9922 -2.6286 0.6709
H -0.5077 -1.9435 -0.7865
H 0.7549 -3.8173 0.0517
H 1.8934 -2.4743 -0.1489
H 2.6877 -2.8430 1.7207
H 1.5426 -4.1165 2.2591
H 1.0894 -2.6453 2.6401
H -1.7523 0.2060 -0.7843
H -1.3085 1.7800 -0.2010
H -0.8994 1.3336 -1.6820
H -1.0229 4.3057 -1.3723
H -0.4220 4.2075 -2.7144
O -0.4766 3.6940 -1.8938
H 4.3183 -0.3061 0.2705
H 3.1057 -1.0665 0.7811
O 3.8241 -1.1238 0.1488
H 0.0781 3.0762 2.5692
H 1.5584 3.7156 2.2994
O 0.6463 3.6404 2.0481
H 3.2318 -0.2653 -3.1021
H 3.7893 -0.3649 -1.6981
O 2.9702 -0.4100 -2.1796
H 1.5535 -1.8131 -4.0623
H 1.5031 -0.3737 -4.5249
O 2.1146 -1.1314 -4.4607
H -1.3331 -2.9533 -2.7698
H -1.8896 -4.3901 -2.9435
O -2.0772 -3.5200 -2.5722
H -2.1432 3.0673 1.2669
H -0.8115 3.7577 0.9608
O -1.5965 3.3489 0.5162
H -3.8833 0.1614 0.4346
H -3.7183 -1.2868 0.5929
O -3.1671 -0.4819 0.4735
H -0.8859 1.8426 5.4172
H 0.5173 1.6860 5.1753
O -0.3164 1.3538 4.8088
H -1.9146 1.4902 3.2945
H -2.1719 2.7906 3.7453
O -2.1068 2.3453 2.8841
H -1.4094 0.4078 -4.2470
H -2.1093 -0.8762 -3.8581
O -1.5222 -0.1935 -3.5002
*
```

lowest unoccupied orbital energy	-2.537	eV
gap between HOMO and LUMO	0.3869	Eh
HOMO energy	-13.1	eV

These are the Mulliken partial charges, in e, on atoms 1 to 6: atom 1 (C): -0.87, atom 2 (C): -0.20, atom 3 (C): -0.22, atom 4 (C): -0.71, atom 5 (C): -1.18, atom 6 (N): 0.25

---

Unit: hartree. Relative energies: version A 0.1179; version B 0.0000.